(1)
Molecular formula: C24H43N2P3SSeSn
Method: DFT, ωB97M-V with the def2-TZVPD basis set

Values from the calculation:
Total charge: +4
Highest occupied orbital energy (spin up / spin down), eV: -17.59 / -17.58
Kohn-Sham gap (spin up / spin down), eV: 3.440 / 3.815

Last column: Mulliken charge in e.
Atoms and positions in Å:
H  0.85583  0.85165  -6.91520  0.449
C  -3.33881  -0.29109  -1.24555  -1.153
H  -4.20934  2.50547  -0.59793  0.514
H  2.65318  2.69473  2.20359  0.481
P  0.28297  2.49201  1.69764  0.781
N  0.03322  -1.43057  2.87965  0.200
C  0.09896  -0.01438  4.96854  0.083
H  0.28813  0.90847  4.41004  0.048
H  -3.91456  -0.52150  1.59960  0.445
C  0.55783  0.45477  -5.94512  -1.093
C  -0.25193  -0.70653  -3.51311  -0.136
H  -0.29488  -4.24014  1.26988  0.347
H  0.10811  -1.39173  -6.82448  0.224
C  -0.70737  -4.43522  -6.70001  -0.516
H  -0.20679  -1.40192  -0.57195  -0.247
H  -2.96115  -1.31327  -1.10282  0.328
C  -0.28148  -2.42304  5.00442  0.831
H  4.50019  -0.71740  1.21172  0.496
C  3.45803  -0.47704  1.47166  -1.152
H  -0.56923  -1.10422  -2.54167  0.131
C  0.59695  1.21134  -4.79107  -0.671
C  -0.25142  -1.18411  7.07158  -0.516
S  -0.38214  -3.80357  3.92339  -0.119
H  -1.96393  3.12213  2.38948  0.475
P  2.60543  0.07420  -0.02487  0.723
C  -0.14469  -2.69444  2.56811  0.234
H  3.16710  1.88730  -1.54249  0.317
C  0.18261  0.62574  -3.57698  0.933
C  2.98449  -1.17117  -1.29685  -1.103
H  -1.25296  1.94215  3.53900  0.278
H  -0.54843  -3.32873  6.94004  0.499
H  -0.46664  4.31951  0.22774  0.354
H  2.46230  -2.11129  -1.07094  0.333
C  -0.38507  -2.41105  6.40534  -0.601
H  -2.78100  3.23595  0.19709  0.313
H  3.41056  2.36561  0.15910  0.284
H  -4.43628  -0.28792  -1.15584  0.475
H  -4.60816  1.11877  1.40241  0.443
C  -0.03468  -1.23484  4.26475  -0.320
H  -3.05115  0.04657  -2.25171  0.345
H  0.46043  4.89471  1.65038  0.477
H  -0.70013  3.64066  3.54982  0.505
H  1.31360  4.17831  0.24766  0.373
H  -0.08488  -2.68359  0.51392  -0.098
H  -0.31982  -1.15568  8.16145  0.447
H  0.11595  0.93678  6.89788  0.475
H  -2.66113  2.69155  -1.50008  0.344
H  -1.36677  -2.57063  -7.51962  0.429
H  0.92010  2.25263  -4.79894  0.472
H  1.60472  3.42156  3.45962  0.527
C  -1.04429  2.81546  2.90633  -1.231
H  4.07241  -1.34547  -1.30067  0.509
C  3.52368  1.54494  -0.56146  -1.032
H  3.44613  0.31191  2.23534  0.350
H  2.96814  -1.36841  1.88509  0.295
Se  0.20936  1.81938  -2.09622  0.108
C  -3.67443  0.54530  1.50343  -1.165
H  2.66365  -0.82575  -2.29068  0.328
C  -3.11158  2.47408  -0.52215  -1.224
H  -3.14808  0.87439  2.40850  0.244
P  -2.65028  0.80672  0.03488  0.850
H  -1.69490  -4.79955  -6.41003  0.308
C  0.40640  4.12331  0.86558  -1.258
Sn  -0.04055  0.28646  0.12130  0.805
H  4.58840  1.27244  -0.62858  0.498
H  1.83870  1.65448  3.41450  0.244
C  -0.24770  -1.46726  -4.68039  -0.537
H  0.45065  -3.04385  -7.79219  0.290
C  -0.54066  -3.29114  -7.37195  -0.661
C  1.73824  2.55411  2.79396  -1.204
N  0.00137  -3.26844  1.35224  -0.149
H  0.17044  -5.04707  -6.48225  0.280
C  0.12679  -0.86638  -5.88173  -0.003
C  -0.00888  -0.00581  6.35977  -0.735
H  -0.52887  -2.52136  -4.66092  0.401

***

(2)
Molecular formula: C24H44AsF3HgN8O3PS
Method: DFT, ωB97M-V with the def2-TZVPD basis set

Values from the calculation:
Expectation value of S²: 0.76
Total charge: -2
Spin multiplicity: 2
Highest occupied orbital energy (spin up / spin down), eV: -2.12 / -2.37
Kohn-Sham gap (spin up / spin down), eV: 6.294 / 6.397
ΔE to the lowest compared entry with this formula, charge and spin, kJ/mol: 0.0

Last column: Löwdin spin population.
Atoms and positions in Å:
H  -5.02612  -1.70154  -2.44562  0.000
O  -2.05695  3.80014  -1.77433  0.001
H  1.58145  2.68741  -1.61604  -0.001
C  1.76598  -2.87268  1.46802  0.013
C  3.44661  0.54894  0.07375  0.301
C  4.67251  5.04221  -2.75660  0.000
H  -1.88258  -1.74175  -2.48577  0.000
C  2.65653  5.10250  0.88752  0.002
H  4.94974  6.85013  -3.89598  0.000
H  -4.46838  1.53467  0.69993  0.000
H  -1.08397  5.16481  -0.18737  0.000
N  3.41405  -4.53360  -0.07862  0.000
H  2.70396  5.98260  0.26095  0.000
H  2.47916  -2.60120  2.24093  0.000
H  -2.91776  -4.57498  1.36385  0.000
C  1.35736  3.73736  -1.46338  0.000
C  2.38576  -4.91395  -1.11521  0.000
H  1.62701  -2.46000  -1.85281  0.000
H  2.27835  -5.97656  -1.11875  0.000
C  -4.64762  0.47124  0.89360  0.000
P  -2.99012  -1.66560  0.53631  0.002
H  -3.23301  -2.97245  3.24575  0.000
C  -2.56403  0.47931  2.13367  0.023
H  -5.10415  -0.00738  0.01694  0.000
C  -4.11817  -2.52280  2.79263  0.000
H  0.81561  -2.33315  1.75988  0.014
H  -0.40763  5.88150  1.36117  0.000
H  -4.43970  -3.29561  -2.07077  0.000
H  3.54067  4.46477  0.75458  0.000
H  2.62836  5.41698  1.94800  0.000
H  0.30584  6.38235  -0.16641  0.001
F  3.92074  1.78991  0.15297  0.047
N  2.23638  -2.39127  0.17136  0.002
O  -1.09410  2.08476  -0.66587  0.040
O  -1.53297  -1.99790  0.70524  0.026
C  1.26970  -2.83284  -0.87122  0.003
F  3.72040  0.14788  -1.20560  0.053
H  3.94610  3.28351  -1.65727  0.000
C  3.72558  4.26257  -2.12692  0.000
H  -5.44266  -2.50217  -0.90561  0.000
H  -5.28606  0.30518  1.73001  0.000
H  3.62245  -4.64989  1.99855  0.000
H  -3.16816  0.65336  3.03985  0.001
H  -4.15032  -1.45130  3.02462  0.000
C  2.37233  4.63028  -2.10816  0.000
H  -0.31288  -4.20889  0.64447  0.000
Hg  0.88834  0.44941  1.04872  0.340
S  -1.29521  -1.64580  5.99798  0.002
N  1.09802  -4.28288  -0.85420  0.000
H  5.69967  4.74772  -2.79627  0.000
H  -2.83944  1.94781  -1.64377  0.000
H  -5.02862  -3.02508  3.14650  0.000
H  -4.66391  -4.67387  1.55998  0.000
H  -1.97260  -0.38622  -1.49438  0.000
H  2.75726  -6.02220  1.19532  0.000
N  -4.04736  -2.74292  1.29377  0.000
C  2.96619  6.65219  -3.29453  0.000
H  0.27304  -2.39767  -0.62484  0.003
C  2.86844  -4.92133  1.24019  0.000
C  4.27576  6.21341  -3.37361  0.000
C  3.52642  -3.05305  -0.06825  0.000
F  4.33712  -0.20424  0.83470  0.047
H  -3.16957  -0.55252  -2.80508  0.000
N  -3.46706  -1.69581  -1.06766  0.000
C  0.64265  -4.69540  0.47493  0.000
H  0.39295  3.92815  -1.96786  0.000
C  -2.59345  -1.07152  -2.02779  0.000
N  0.29813  -0.12211  4.19585  0.028
H  0.54946  -5.78215  0.47806  0.000
H  3.92580  -2.73506  -1.00238  0.000
C  2.01291  5.87791  -2.65644  0.000
H  -4.00205  -4.36798  -0.04510  0.000
H  4.25642  -2.79784  0.72022  0.000
C  -1.98655  2.63579  -1.34051  0.001
N  1.58318  -4.30372  1.50629  0.001
C  -0.17340  5.53838  0.35253  0.003
H  2.77110  -4.64042  -2.09604  0.000
C  -3.86997  -4.15726  1.00407  0.000
As  1.02461  4.00768  0.47664  0.019
H  -2.11399  1.40365  1.76910  0.008
H  -1.78634  -0.21687  2.44431  0.015
N  -3.34329  -0.16511  1.09620  0.000
H  0.99907  6.24820  -2.57259  0.000
C  -0.32574  -0.75067  4.95062  0.002
C  -4.64905  -2.33676  -1.61740  0.000
H  2.68575  7.59927  -3.77354  0.000

***

(3)
Molecular formula: C24H44B4CaF16N8
Method: DFT, ωB97M-V with the def2-TZVPD basis set

Values from the calculation:
Total charge: +2
Highest occupied orbital energy, eV: -14.11
Kohn-Sham gap, eV: 9.355

Last column: Mulliken charge in e.
Atoms and positions in Å:
H  2.88043  -1.37262  3.11371  0.355
H  -4.70652  -1.05912  0.84824  0.338
H  4.12067  -0.55568  -0.73657  0.023
H  -2.59704  4.46409  -3.73202  0.530
H  -2.28514  -3.46151  2.27779  0.286
F  0.82877  -1.43091  -0.77735  -0.554
Ca  -0.06730  -1.43941  -3.24295  1.446
C  -5.81219  -2.16740  3.68275  -0.580
C  2.20038  -2.16540  2.80471  0.139
C  -3.10795  1.95743  -2.80285  -0.796
C  -0.31171  4.82876  1.09876  -1.193
H  1.20438  -4.32018  7.93081  0.330
C  4.83023  1.43555  -1.07702  -0.382
H  1.04709  3.42986  0.06540  0.025
H  4.29149  4.91082  -4.07338  0.438
H  -1.31091  2.02836  -0.58984  0.735
H  0.38564  5.23182  1.82528  0.411
F  -1.37508  1.52843  -5.21740  -0.351
H  0.82201  -4.58866  3.04336  0.508
H  -1.10990  5.49032  0.77383  0.333
C  3.09096  2.23382  -2.71303  -0.430
N  2.94436  3.19750  -3.62570  0.271
C  4.86555  -0.04794  -1.34902  -0.800
F  -3.51962  -3.20323  -1.87493  -0.335
C  0.65607  -4.37094  5.25212  -0.612
H  -0.56356  5.79206  -2.38886  0.509
H  1.89419  -1.38061  5.46287  0.444
C  4.91567  3.42248  -2.67160  -0.361
H  5.88305  3.74235  -2.32541  0.498
C  -4.85925  -1.55514  1.79439  0.002
C  1.60679  -2.39275  5.22800  -0.118
N  -2.15234  2.95674  -2.33205  0.247
H  0.24534  -2.87473  7.75483  0.374
C  -7.16185  -0.74719  2.12754  -0.912
C  -1.54997  -1.55727  2.96347  -0.293
H  -7.24276  0.21950  2.61873  0.346
H  5.79363  -0.47349  -0.95301  0.457
H  -6.62792  -2.20857  4.38299  0.462
H  1.65869  2.47385  -5.04968  0.299
C  -1.97963  4.20794  -2.88822  -0.380
C  4.07905  3.97075  -3.59429  -0.545
C  -1.37018  2.87698  -1.25304  -0.757
N  1.56400  -2.81110  3.96928  0.438
H  2.31976  1.49930  -2.53782  0.390
F  0.58771  0.71932  -4.23866  -0.153
N  -5.95699  -1.43588  2.53188  0.159
N  -3.93645  -2.23876  2.48946  0.238
C  1.77680  3.40589  -4.48296  -0.701
B  -0.33614  0.62415  -5.26698  0.651
F  1.85949  -2.65450  -2.93194  -0.266
C  -2.52083  -2.40182  2.14740  -0.219
H  3.66477  -2.62241  1.26055  0.276
N  1.18400  -3.39212  6.03755  0.066
H  3.55845  -3.77840  2.57466  0.424
H  2.34689  -3.80772  1.33345  0.431
H  0.88790  3.40143  -3.85932  0.074
H  5.80261  1.88340  -0.86418  0.454
H  -3.95340  -3.23154  4.34741  0.448
C  0.37603  4.25792  -0.16905  -0.413
H  -8.06440  -1.35212  2.17068  0.381
B  2.69286  -2.00283  -3.76954  -0.291
H  1.11696  4.94504  -0.58628  0.506
F  2.85896  -0.69976  -3.27216  0.241
C  -4.53978  -2.65319  3.65411  -0.301
H  -2.67029  1.24292  -3.48698  0.199
F  -2.51157  -1.58473  -3.14361  -0.359
N  -0.59769  3.96620  -1.19844  0.586
F  -0.86721  -0.67686  -5.22499  -0.408
H  -0.63172  -1.72969  2.39650  -0.275
H  0.15048  -5.22563  5.66767  0.503
C  -1.00369  4.83152  -2.18422  -0.820
C  1.20207  -3.33268  7.47834  -0.851
H  -1.84589  -0.51796  2.84448  0.380
F  1.75874  0.64130  -0.40657  -0.011
H  1.43671  -1.63433  2.23311  -0.131
F  -1.28618  -2.69882  -1.71005  -0.263
C  0.93039  -4.01939  3.95030  -0.414
H  -7.10124  -0.52793  1.05859  0.324
C  2.96721  -3.13114  1.91943  -1.417
B  -2.57641  -2.19146  -1.87205  0.115
H  -3.35239  1.44224  -1.87256  0.309
H  1.99969  -2.71207  7.87172  0.324
B  0.57213  -0.07754  -0.51089  0.385
H  -2.52988  -2.28504  1.06479  -0.228
H  -0.76533  3.94833  1.56156  0.304
H  4.82481  -0.39423  -2.37495  0.225
F  1.96162  -1.92696  -4.96482  -0.329
F  0.37544  0.71124  -6.48190  -0.356
F  3.86977  -2.66874  -4.10020  -0.339
F  -2.89688  -1.20490  -0.94003  -0.304
F  -0.21143  0.18619  0.62723  -0.318
H  4.24883  1.70826  -0.19483  0.220
F  -0.21512  0.30785  -1.61179  0.294
H  -1.29409  -1.89075  3.96646  0.356
N  4.31316  2.28075  -2.17042  0.249
H  -4.01924  2.38061  -3.21322  0.384
H  1.94243  4.10245  -5.29658  0.423

***

How do the records compare in maximum force? In the order shown, they have 0.048 0.041 0.073 hartree/bohr.